{
  "formula": "C5H8O2",
  "method": "ωB97M-V/def2-TZVPD",
  "elements": ["O", "C", "C", "C", "O", "C", "C", "H", "H", "H", "H", "H", "H", "H", "H"],
  "xyz": [[-1.992, 0.837, -0.718], [-1.166, 0.442, 0.416], [-0.727, -0.986, 0.087], [0.759, -0.557, 0.296], [1.709, -1.188, 1.089], [1.107, 0.460, -0.726], [0.307, 0.870, 0.503], [-1.482, 1.298, -1.397], [-1.768, 0.638, 1.307], [-1.059, -1.846, 0.684], [-1.210, -0.840, -0.924], [2.030, -1.977, 0.633], [2.133, 0.821, -0.712], [0.647, 0.405, -1.711], [0.714, 1.623, 1.173]],
  "mulliken_charge": [-0.5952, 0.0346, -0.8807, 0.5949, -0.4917, -0.8465, -0.4243, 0.3505, 0.3785, 0.3167, 0.3501, 0.3604, 0.2907, 0.1992, 0.3628],
  "mol_weight_g_mol": 100.12,
  "energy_ev": -9406.793,
  "orbital_gap_ev": 10.295,
  "multiplicity": 1,
  "smiles": "O[C@H]1C[C@@]2(O)C[C@@H]12"
}

{
  "formula": "C2H8N3O",
  "method": "ωB97M-V/def2-TZVPD",
  "elements": ["C", "C", "N", "N", "N", "O", "H", "H", "H", "H", "H", "H", "H", "H"],
  "xyz": [[-0.847, 0.207, 0.278], [2.053, -0.360, 0.015], [-1.898, 0.861, 0.853], [-1.166, -0.375, -0.937], [0.411, 0.362, 0.655], [1.669, -1.110, -0.997], [2.656, 0.464, -0.122], [2.418, -1.064, 0.889], [-2.813, 1.081, 0.272], [-1.724, 1.531, 1.631], [-2.083, -0.406, -1.276], [-0.789, -1.231, -1.099], [0.764, 0.607, 1.576], [1.351, -0.568, -1.737]],
  "mulliken_charge": [0.6043, -0.1010, -0.4521, -0.4397, -0.4123, -0.4586, 0.3181, 0.2983, 0.2628, 0.2517, 0.2171, 0.2698, 0.2538, 0.3877],
  "total_charge": 1,
  "mol_weight_g_mol": 90.11,
  "energy_ev": -8713.737,
  "orbital_gap_ev": 11.548,
  "multiplicity": 1
}

{
  "formula": "C27H66N2O7",
  "method": "ωB97M-V/def2-TZVPD",
  "elements": ["O", "H", "H", "O", "H", "H", "C", "C", "C", "C", "C", "C", "N", "O", "C", "C", "C", "H", "H", "H", "H", "H", "H", "H", "H", "H", "H", "H", "H", "H", "H", "H", "H", "H", "H", "H", "C", "C", "C", "C", "C", "C", "N", "O", "C", "C", "C", "H", "H", "H", "H", "H", "H", "H", "H", "H", "H", "H", "H", "H", "H", "H", "H", "H", "H", "H", "C", "C", "C", "O", "H", "H", "H", "H", "H", "H", "H", "H", "C", "C", "C", "O", "H", "H", "H", "H", "H", "H", "H", "H", "C", "C", "C", "O", "H", "H", "H", "H", "H", "H", "H", "H"],
  "xyz": [[-13.089, -8.725, -22.839], [-12.948, -7.824, -23.132], [-13.574, -9.137, -23.554], [-13.420, -9.708, -20.772], [-13.164, -9.377, -21.633], [-12.710, -9.437, -20.190], [-11.998, -10.567, -22.739], [-11.966, -11.985, -23.192], [-11.514, -12.893, -21.992], [-12.498, -12.889, -20.882], [-13.968, -13.199, -21.395], [-14.358, -12.744, -22.868], [-13.196, -12.547, -23.748], [-13.558, -12.202, -25.069], [-15.277, -13.899, -23.408], [-15.030, -11.296, -22.787], [-10.775, -12.137, -24.169], [-12.292, -9.955, -23.591], [-11.085, -10.128, -22.335], [-12.758, -10.547, -21.957], [-11.413, -13.905, -22.384], [-10.535, -12.626, -21.593], [-12.394, -11.860, -20.539], [-12.184, -13.567, -20.088], [-14.633, -12.716, -20.680], [-14.264, -14.196, -21.070], [-16.235, -13.928, -22.890], [-15.442, -13.576, -24.436], [-14.722, -14.830, -23.289], [-14.765, -10.515, -23.499], [-16.071, -11.533, -23.008], [-14.981, -10.804, -21.816], [-10.583, -13.075, -24.689], [-9.846, -11.811, -23.700], [-11.051, -11.474, -24.989], [-13.424, -13.091, -25.406], [-9.638, -10.871, -15.613], [-9.909, -11.420, -17.033], [-11.433, -11.936, -17.087], [-12.448, -10.756, -17.350], [-12.248, -10.171, -18.717], [-10.826, -9.556, -18.733], [-9.769, -10.462, -18.186], [-8.506, -9.949, -18.308], [-10.599, -9.515, -20.325], [-10.868, -8.100, -18.164], [-9.070, -12.560, -17.517], [-10.474, -10.216, -15.366], [-9.728, -11.574, -14.785], [-8.726, -10.276, -15.631], [-11.509, -12.601, -17.947], [-11.574, -12.417, -16.119], [-13.457, -11.094, -17.114], [-12.314, -9.918, -16.666], [-13.092, -9.502, -18.884], [-12.244, -10.999, -19.426], [-9.811, -8.786, -20.511], [-11.528, -9.304, -20.855], [-10.348, -10.514, -20.682], [-11.797, -7.661, -18.529], [-10.284, -7.408, -18.770], [-10.644, -8.011, -17.101], [-9.321, -13.507, -17.039], [-8.843, -12.558, -18.584], [-8.075, -12.331, -17.136], [-8.305, -9.567, -17.450], [-15.400, -6.449, -19.996], [-14.653, -7.507, -20.795], [-15.371, -7.853, -22.125], [-13.384, -7.028, -21.093], [-16.454, -6.697, -20.123], [-15.390, -5.486, -20.507], [-15.323, -6.258, -18.926], [-14.539, -8.471, -20.299], [-14.959, -7.103, -22.801], [-16.453, -7.785, -22.240], [-15.036, -8.798, -22.552], [-13.133, -7.370, -21.954], [-16.766, -12.203, -19.280], [-15.313, -12.320, -19.751], [-14.637, -10.944, -19.574], [-14.567, -13.245, -19.061], [-16.800, -11.502, -18.447], [-17.074, -13.215, -19.017], [-17.381, -11.805, -20.087], [-15.294, -12.557, -20.815], [-13.611, -10.899, -19.940], [-14.476, -10.671, -18.531], [-15.092, -10.068, -20.037], [-13.650, -12.961, -19.083], [-15.738, -7.427, -17.755], [-14.627, -8.121, -18.647], [-13.324, -8.530, -17.903], [-15.205, -9.188, -19.338], [-16.332, -8.163, -17.215], [-16.452, -6.816, -18.308], [-15.366, -6.749, -16.986], [-14.354, -7.335, -19.351], [-13.531, -9.310, -17.170], [-12.980, -7.634, -17.386], [-12.527, -8.890, -18.552], [-14.506, -9.489, -19.923]],
  "mulliken_charge": [-0.4568, 0.4303, 0.5159, -0.9779, -0.9383, 1.4775, -2.2911, 1.1074, -2.8029, 0.2266, -0.4987, 1.3513, 0.3220, -0.4757, -1.9305, -1.1991, -2.0551, 1.3520, 1.0776, -0.0582, 0.6510, 0.4866, -0.1747, 0.9039, -1.8846, 0.8221, 0.2629, 0.6015, 0.4432, 0.3845, 0.6165, 0.5756, 0.3735, 0.3376, 0.4733, 0.4352, -1.4716, 1.4388, -1.7561, -1.6044, 0.5830, 1.0923, 1.0850, -0.5613, -1.8670, -1.1792, -1.9039, 0.3474, 0.4361, 0.3741, 0.2853, 0.6280, 0.5186, 0.9371, -0.1404, -0.2830, 0.6315, -0.0577, 0.2479, 0.5579, 0.4226, 0.3262, 0.3536, 0.2909, 0.4582, 0.3545, -2.6697, 2.0186, -1.8236, -0.7268, 0.3810, 0.3066, 0.6253, 0.3990, 0.3967, 0.3507, 0.4506, 0.3218, -1.9212, 1.8623, -1.0006, -0.7780, 0.3489, 0.5342, 0.2707, 0.1387, -0.3540, 1.3879, 0.3652, 0.2715, -1.9771, 1.4317, -1.3195, -0.2431, 0.4399, 0.4779, 0.3647, -0.0702, 0.4552, 0.9371, -0.8119, -0.8694],
  "mol_weight_g_mol": 530.83,
  "energy_ev": -46336.848,
  "orbital_gap_ev": 7.295,
  "multiplicity": 1
}

{
  "formula": "C21H34GaIN2O2S",
  "method": "ωB97M-V/def2-TZVPD",
  "elements": ["O", "C", "I", "C", "Ga", "C", "O", "C", "C", "C", "C", "C", "C", "N", "C", "S", "H", "H", "H", "H", "H", "H", "H", "H", "H", "H", "C", "C", "C", "C", "N", "C", "C", "C", "C", "C", "C", "C", "H", "H", "H", "H", "H", "H", "H", "H", "H", "H", "H", "H", "H", "H", "H", "H", "H", "H", "H", "H", "H", "H", "H", "H"],
  "xyz": [[-3.887, 0.630, -2.681], [-3.637, -0.450, -3.107], [-4.965, -1.284, -4.609], [-2.555, -1.306, -2.799], [-0.967, -1.048, -4.099], [0.581, -0.018, -3.285], [0.784, 1.287, -3.816], [-0.076, 2.280, -3.494], [-0.068, 3.386, -4.328], [-0.890, 4.469, -4.057], [-1.723, 4.467, -2.951], [-1.717, 3.363, -2.112], [-0.910, 2.275, -2.377], [-1.640, -0.136, -5.708], [-1.137, -0.389, -6.731], [-0.426, -0.730, -8.105], [-2.237, -1.046, -1.820], [-2.851, -2.335, -2.838], [-0.452, -2.502, -4.511], [0.567, 0.005, -2.199], [1.467, -0.561, -3.551], [0.571, 3.378, -5.182], [-0.891, 5.309, -4.720], [-2.367, 5.296, -2.744], [-2.357, 3.348, -1.253], [-0.937, 1.431, -1.725], [1.065, 1.881, 0.620], [1.209, 1.643, 2.129], [2.125, 0.450, 2.447], [1.731, -0.939, 1.964], [0.666, -1.746, 2.677], [-0.677, -1.089, 2.765], [-1.251, -1.192, 1.379], [-0.828, -2.598, 0.916], [0.394, -2.950, 1.784], [1.097, -2.256, 4.019], [1.406, -1.212, 5.096], [2.895, -1.115, 5.441], [0.676, 1.020, 0.079], [0.404, 2.717, 0.398], [2.042, 2.116, 0.196], [0.238, 1.566, 2.618], [1.672, 2.527, 2.570], [2.395, 0.434, 3.500], [3.066, 0.649, 1.925], [2.602, -1.594, 2.016], [1.434, -0.888, 0.917], [-1.253, -1.684, 3.474], [-0.584, -0.081, 3.146], [-0.835, -0.426, 0.729], [-2.326, -1.049, 1.385], [-0.606, -2.630, -0.147], [-1.620, -3.321, 1.098], [1.300, -3.159, 1.224], [0.186, -3.788, 2.440], [1.954, -2.904, 3.839], [0.269, -2.884, 4.341], [0.872, -1.506, 5.999], [0.999, -0.240, 4.822], [3.214, -2.001, 5.989], [3.098, -0.248, 6.067], [3.521, -1.041, 4.551]],
  "mulliken_charge": [-0.5054, -0.1008, -0.1179, 0.0717, 0.3523, -0.0707, -0.5679, 0.3414, -0.4501, -0.3896, -0.7265, -0.9391, -0.0874, -0.1889, 0.2234, -0.4738, -0.3578, 0.5775, -0.3152, -0.2211, 0.5042, 0.4777, 0.3894, 0.4190, 0.4388, 0.6981, -0.7617, -0.4360, -0.8060, -0.8567, 0.1786, -1.0738, 0.1390, -0.7134, -0.4526, -0.7432, -0.7307, -1.4425, -0.3074, 0.3934, 0.3708, 0.1771, 0.5202, -0.0223, 0.5015, 0.4103, 0.8197, 0.5274, 0.3748, -0.4386, 0.8070, 0.2659, 0.4315, 0.3761, 0.3321, 0.5920, 0.5738, 0.4901, 0.3858, 0.3918, 0.3879, 0.3568],
  "mol_weight_g_mol": 575.21,
  "energy_ev": -100713.610,
  "orbital_gap_ev": 6.219,
  "multiplicity": 1
}